Entry 1:
ORCA calculation (ωB97M-V/def2-TZVPD) on C3H12N4O as an isolated structure.

The geometry in XYZ format:
```
20
Properties=species:S:1:pos:R:3:mulliken_charge:R:1
O -1.40235 -0.47172 -1.55733 -0.76
N -1.25068 0.61152 0.57008 -0.34
N -0.36637 -1.74478 0.04854 -0.50
N 1.74059 -0.04452 0.32864 -0.66
N 0.76928 0.48965 -0.57624 -0.01
C -0.74690 -0.50325 -0.51301 0.40
C -1.34269 0.31389 1.99612 -0.89
C 1.22982 0.69189 -1.94302 -0.91
H 0.01463 -1.71063 0.98337 0.22
H -2.00393 -0.53689 2.18995 0.32
H 2.17800 -0.86911 -0.08254 0.27
H -2.12192 0.95870 0.18208 0.28
H 1.78333 -0.17740 -2.31519 0.30
H -0.34691 0.08610 2.37740 0.29
H 1.86669 1.57867 -1.99924 0.32
H -1.01680 -2.46944 -0.21847 0.24
H -0.08663 1.13248 0.08664 0.55
H -1.72342 1.18309 2.53748 0.32
H 0.36955 0.82500 -2.59686 0.32
H 2.45671 0.65677 0.50159 0.23
```

Computed properties:
Molecular weight: 120.16 g/mol
HOMO: -8.58 eV
Relative energy (zero: lowest compared OMol25 entry of this formula, charge and spin): 78.1 kcal/mol
Total charge: 0
LUMO level: 0.035 Eh
Maximum force: 0.9 eV/A
Spin multiplicity: 1
E: -415.67237 hartree

---

Entry 2:
ORCA calculation (ωB97M-V/def2-TZVPD) on C16H17Cl2F5O2Re as an isolated structure in a non-equilibrium geometry.

The geometry in XYZ format:
```
43
Properties=species:S:1:pos:R:3:mulliken_charge:R:1
Re 0.70890 0.29880 0.18007 0.84
Cl 2.43145 -1.08840 0.80038 -0.50
Cl 2.04903 1.89223 0.03884 -0.42
F 0.29081 3.07266 1.96764 -0.36
F 1.34206 -0.67160 5.78733 -0.34
F 0.52704 3.82221 4.51431 -0.34
F 0.97872 1.95965 6.49564 -0.34
F 0.90272 -1.46062 3.24838 -0.26
O -3.52787 -2.13314 1.32548 -1.16
O -1.03158 0.87944 0.78151 -0.75
C 2.38614 -0.64450 -2.31113 -1.94
C 0.88705 0.81590 2.48231 -0.26
C -2.37598 -2.05939 -1.59210 -2.05
C 0.13941 -1.54544 -1.27062 0.71
C -1.20831 0.18935 -1.95774 0.32
C 1.00006 -0.13240 3.48766 0.10
C 0.56723 1.87364 -2.77405 -1.86
C 0.15182 0.66462 -2.01207 1.07
C 0.74769 2.53476 4.20130 0.10
C 0.97522 1.59163 5.19927 0.47
C -1.20634 -1.14495 -1.54291 1.40
C -2.36931 0.96678 -2.44854 -2.08
C 1.12374 0.25688 4.83261 0.20
C 0.55695 -2.96265 -1.13936 -2.07
C 1.03207 -0.46924 -1.71285 0.96
C 0.69165 2.11996 2.87166 0.62
H -3.30452 0.54420 -2.06761 0.43
H -2.47420 -2.51254 -2.59168 0.27
H -2.42215 0.95764 -3.54790 0.28
H -3.30715 -1.51965 -1.39021 0.48
H -0.15648 -3.49525 -0.50226 0.47
H -2.30119 -2.86505 -0.85795 0.42
H -2.84975 -1.53161 1.71889 0.16
H -0.01668 2.74513 -2.45536 0.39
H 2.29499 -0.78007 -3.39692 0.35
H 1.55528 -3.04924 -0.70446 0.43
H 2.88344 -1.51914 -1.89160 0.37
H -2.30257 2.01228 -2.12680 0.37
H 1.63020 2.09524 -2.64152 0.37
H -0.95574 1.79512 1.11078 0.28
H 3.00786 0.23649 -2.13710 0.33
H 0.38172 1.71775 -3.84867 0.32
H 0.56661 -3.45747 -2.12261 0.24
```

Computed properties:
Molecular weight: 593.41 g/mol
HOMO (spin up / spin down): 0.11 / 0.11 eV
Relative energy (zero: lowest compared OMol25 entry of this formula, charge and spin): 39.2 kcal/mol
Total charge: -2
LUMO level (spin up / spin down): 0.181 / 0.179 Eh
Maximum force: 6.1 eV/A
Spin multiplicity: 4
E: -2268.27074 hartree

---

Entry 3:
ORCA calculation (ωB97M-V/def2-TZVPD) on C32H43BiN9O4 as an isolated structure.

The geometry in XYZ format:
```
89
Properties=species:S:1:pos:R:3:mulliken_charge:R:1
Bi 0.27646 -0.44121 0.09053 3.32
O -0.58955 1.77661 -0.55564 -0.80
O -9.43713 -7.61149 -5.46457 -0.44
O 1.62478 1.24220 -2.03857 -0.22
O 2.50902 0.74253 0.40420 -0.54
N -4.25120 -4.04448 -3.98176 -0.09
N -1.18174 3.54197 -1.83287 0.09
N -0.47281 -1.49226 -2.05411 0.21
N 2.15603 -2.17331 -0.19399 -0.55
N -1.78401 -1.70770 0.34633 -0.01
N 0.76096 -1.74130 2.28350 -0.31
N -0.49658 0.85123 2.15475 -0.60
N 4.37409 2.01276 0.21448 -0.01
N -5.22119 -4.28283 -1.99314 -0.80
C -8.42684 -6.86088 -5.02435 0.89
C -0.31592 -1.84766 -4.40953 -1.32
C -4.17645 -3.12137 0.56766 -0.31
C -1.00432 4.36025 -3.04021 -1.01
C -0.42786 2.49355 -1.57031 0.81
C -3.60380 -2.54240 1.67177 -1.41
C 0.67651 -0.85406 3.48188 -0.69
C 2.89528 1.78702 -1.71688 -1.32
C -5.31216 -4.57349 -3.28276 0.42
C 3.25459 1.49375 -0.26323 0.70
C -3.45875 -3.37230 -3.08672 0.13
C -3.54456 -2.99055 -0.67794 0.22
C -7.26298 -6.05417 -3.08176 -0.53
C -2.22695 -2.68430 -3.21221 0.00
C 4.81706 1.71919 1.57821 -0.90
C -1.51615 -2.50503 -4.41536 -0.41
C -2.27027 3.93606 -0.93368 -1.00
C -7.54634 -6.15993 -5.85203 -0.60
C 0.59747 0.62148 3.12407 -0.47
C -6.53197 -5.41311 -5.28296 -0.82
C -9.68060 -7.67919 -6.87022 -0.85
C -8.27239 -6.80075 -3.63283 -0.63
C -6.37038 -5.34844 -3.90095 0.31
C 1.96324 -2.61700 2.19675 -0.92
C 2.90184 -2.18783 1.08613 -0.21
C -2.41233 -1.84154 1.51106 -0.20
C 0.17931 -1.35362 -3.19921 -0.40
C -2.33609 -2.27902 -0.76142 -0.30
C -1.66278 -2.14189 -2.03441 -0.11
C -4.08943 -3.55023 -1.87129 0.91
C 5.32326 2.80308 -0.57468 -0.97
C 0.66403 2.14299 -2.57554 -1.40
H -3.23231 3.73082 -1.40273 0.37
H -2.19313 5.00326 -0.73476 0.42
H -7.65094 -6.19086 -6.92593 0.44
H 0.46953 1.20515 4.03687 0.60
H -9.86237 -6.68477 -7.28031 0.36
H 1.12926 -0.83819 -3.15859 0.68
H -4.11806 -4.13517 -4.97392 0.20
H 5.11798 2.64820 2.05854 0.39
H -5.87790 -4.86105 -5.94926 0.21
H -10.56984 -8.28824 -6.98573 0.25
H 3.75590 -2.86524 1.04939 0.56
H -8.84316 -8.15339 -7.38443 0.35
H 2.49608 -2.63022 3.14702 0.39
H 4.01032 1.26693 2.14138 0.16
H 0.18950 1.65226 -3.43051 0.49
H 3.64934 1.32488 -2.35958 0.47
H -1.95899 -1.35914 2.36809 0.33
H -8.96553 -7.35641 -3.01632 0.45
H -0.14063 5.01975 -2.95114 0.33
H -0.48147 1.80260 1.79383 0.22
H 6.19934 2.20100 -0.81760 0.34
H -2.19698 3.38656 -0.00323 0.24
H 1.52344 0.94116 2.64859 0.00
H -5.10566 -3.67484 0.62511 0.64
H -1.91631 -2.89129 -5.34454 0.49
H 1.14307 3.04540 -2.95357 0.61
H 1.62561 -3.63861 2.01027 0.39
H 5.67405 1.04454 1.55629 0.37
H 3.27040 -1.17669 1.26766 -0.11
H 2.91524 2.85886 -1.91284 0.60
H 4.88569 3.17330 -1.49533 0.38
H -0.19909 -1.14304 4.06754 0.36
H -4.05789 -2.61170 2.65026 0.51
H -0.04073 -2.35915 2.30980 0.33
H -1.40268 0.72297 2.59556 0.26
H -0.90958 3.74272 -3.93138 0.38
H -1.88905 4.97764 -3.15931 0.40
H 1.54268 -1.01540 4.12294 0.46
H -7.14495 -6.00642 -2.00801 0.45
H 2.75910 -1.87868 -0.95719 0.24
H 1.83998 -3.11264 -0.42660 0.26
H 5.64380 3.65833 0.01628 0.35
H 0.25296 -1.71104 -5.31872 0.50
```

Computed properties:
Molecular weight: 826.74 g/mol
HOMO: -13.27 eV
Relative energy (zero: lowest compared OMol25 entry of this formula, charge and spin): 0.0 kcal/mol
Total charge: +3
LUMO level: -0.296 Eh
Maximum force: 0.3 eV/A
Spin multiplicity: 1
E: -2252.83322 hartree

---

Entry 4:
ORCA calculation (ωB97M-V/def2-TZVPD) on one molecule with the formula C3H4Si in a non-equilibrium geometry.

The geometry in XYZ format:
```
8
Properties=species:S:1:pos:R:3:mulliken_charge:R:1
Si 0.13027 1.89801 -0.08444 0.02
C 0.18286 -0.67494 0.98184 -0.39
C 0.16061 -1.09538 -0.26053 -0.28
C -0.59339 0.21735 0.05817 -0.35
H 0.71761 -1.52697 -1.11404 0.30
H 0.36773 -0.86347 2.01477 0.38
H -1.59782 0.17851 -0.01301 0.41
H 0.63213 1.86688 -1.58277 -0.08
```

Computed properties:
Molecular weight: 68.15 g/mol
HOMO: -8.01 eV
Relative energy (zero: lowest compared OMol25 entry of this formula, charge and spin): 43.7 kcal/mol
Total charge: 0
LUMO level: -0.024 Eh
Maximum force: 3.6 eV/A
Spin multiplicity: 1
E: -406.00192 hartree

---

Entry 5:
ORCA calculation (ωB97M-V/def2-TZVPD) on a 2-piece molecular cluster, C2ClF2NO2S overall in a non-equilibrium geometry.

The geometry in XYZ format:
```
9
Properties=species:S:1:pos:R:3:mulliken_charge:R:1
Cl 2.58616 -0.66160 0.74371 -0.14
S 1.24108 0.55585 -0.36924 0.82
F -0.97695 -1.08682 -1.20758 -0.15
F -0.89069 -1.94793 0.82081 -0.18
O 1.24937 1.88316 0.20730 -0.39
O 1.43132 0.40228 -1.81972 -0.43
N -1.98116 1.37633 0.97802 -0.30
C -1.61573 0.30841 0.58776 0.53
C -1.04339 -0.82968 0.05893 0.24
```

Computed properties:
Molecular weight: 175.54 g/mol
HOMO (spin up / spin down): -10.27 / -10.60 eV
Total charge: 0
LUMO level (spin up / spin down): -0.124 / -0.091 Eh
Maximum force: 4.7 eV/A
Spin multiplicity: 1
E: -1339.41942 hartree

---

Entry 6:
ORCA calculation (ωB97M-V/def2-TZVPD) on one molecule with the formula C22H28N2O4.

The geometry in XYZ format:
```
56
Properties=species:S:1:pos:R:3:mulliken_charge:R:1
O 2.81943 -1.27323 -0.52023 -0.16
O -0.45842 -0.25218 -2.11094 -0.73
O 1.07321 0.76350 1.78753 -0.71
O -6.17477 -1.86437 0.05149 -0.47
N 2.95610 1.09900 0.58336 -0.09
N -0.53974 1.12757 -0.32039 0.08
C -1.05260 0.16722 -1.12961 0.42
C -4.57766 -0.02155 0.26107 -0.53
C 2.23736 -2.04976 -1.54345 -0.83
C 0.26719 3.54884 -1.91955 -1.51
C 0.82423 1.57723 -0.46212 -0.38
C -6.83858 -1.32335 2.34431 -1.04
C 0.23999 3.81184 0.57938 -1.46
C 6.73793 -1.88894 0.70093 -0.71
C -2.81182 -1.56878 -1.20744 -0.70
C -7.13965 -1.21149 0.85250 -0.42
C 4.64915 -0.68025 0.84460 0.67
C 3.83596 0.40704 1.50001 -0.85
C 4.10342 -1.52048 -0.14258 0.81
C 0.90614 3.11269 -0.60383 0.44
C 1.61959 1.08952 0.75241 -0.02
C 6.19457 -2.71547 -0.26302 -0.70
C 4.88896 -2.53308 -0.68414 -0.57
C -4.06156 -2.05701 -0.90757 -0.59
C 5.96051 -0.88016 1.24378 -0.67
C -4.96433 -1.29000 -0.16454 0.83
C -3.31475 0.45740 -0.03639 -0.59
C -2.41205 -0.30814 -0.76432 0.03
H 6.37793 -0.23247 2.00129 0.36
H 7.75637 -2.02568 1.02993 0.38
H 0.31169 4.63055 -2.02257 0.45
H 0.61811 3.42135 1.52107 0.38
H 1.22009 1.10458 -1.36813 0.75
H -7.24737 -0.16199 0.55191 0.33
H 3.32368 1.28317 -0.33683 0.31
H -0.77462 3.23904 -1.95092 0.26
H 3.18673 -0.02032 2.27325 0.34
H -4.37644 -3.03318 -1.24095 0.42
H -3.05163 1.45386 0.28741 0.49
H 0.43913 4.88047 0.54366 0.43
H -5.25182 0.60973 0.81869 0.36
H 2.83238 -2.01213 -2.46118 0.44
H -2.11684 -2.15395 -1.79028 0.45
H -6.77146 -2.37049 2.62831 0.30
H -8.07484 -1.73052 0.62396 0.32
H 4.51142 1.12677 1.97693 0.34
H -0.83709 3.66677 0.54889 0.25
H 6.78408 -3.50971 -0.69608 0.39
H 1.26198 -1.60184 -1.73471 0.05
H -7.63462 -0.85262 2.91474 0.35
H 1.96817 3.38308 -0.61634 0.36
H -0.90063 1.20909 0.61962 0.40
H 0.78022 3.09798 -2.76556 0.38
H 2.10962 -3.09070 -1.23207 0.37
H -5.89516 -0.84145 2.58880 0.35
H 4.48312 -3.19297 -1.43410 0.39
```

Computed properties:
Molecular weight: 384.48 g/mol
SMILES: CCOc1ccc(C(=O)N[C@H](C(=O)NCc2ccccc2OC)C(C)C)cc1
HOMO: -8.52 eV
Relative energy (zero: lowest compared OMol25 entry of this formula, charge and spin): 27.7 kcal/mol
Total charge: 0
LUMO level: 0.030 Eh
Maximum force: 0.5 eV/A
Spin multiplicity: 1
E: -1265.63431 hartree